Density functional theory data (ωB97M-V/def2-TZVPD) for a molecular structure, C7H18ClN2O11Zr at a distorted geometry.

The geometry in XYZ format:
```
40
Properties=species:S:1:pos:R:3:forces:R:3
Zr 0.4541 -0.8601 -1.6317 -3.04 1.89 1.41
C -1.4312 1.0440 2.0269 3.29 -3.52 -6.45
C -1.6131 0.1306 0.8986 -4.34 2.46 6.22
C -3.0207 -0.6235 0.7748 -1.38 2.59 3.54
O -3.0884 -1.5346 -0.0611 0.57 -1.34 -1.57
C -4.1101 -0.1837 1.7256 4.07 -2.27 -4.61
C -3.8058 0.6785 2.7641 -4.12 1.08 2.89
C -2.4196 1.3583 2.8452 -3.28 4.16 6.89
O -2.1846 2.2534 3.7687 -1.16 -2.99 -2.97
O -4.7790 0.8867 3.5980 3.80 0.16 -1.77
O -0.7282 -0.1459 0.0954 5.25 -1.84 -4.79
H -0.4931 1.5509 2.1986 0.27 -0.03 -0.22
H -5.0529 -0.6838 1.5600 -0.09 0.16 0.45
Cl 0.6278 -0.6347 -4.2145 -0.05 -0.38 1.53
C 2.4238 1.6374 1.0560 -0.33 -0.32 1.09
O 1.9487 0.8211 0.2982 -0.50 -1.26 -1.05
N 3.1040 1.3270 2.1330 2.25 -2.02 2.76
N 2.2493 2.9283 1.0261 -0.62 3.21 -1.46
H 3.4977 2.0185 2.7550 -0.25 -0.21 -0.12
H 3.1697 0.3775 2.4709 0.02 0.23 -0.30
H 1.7334 3.3467 0.2653 0.32 0.20 0.39
H 2.8068 3.4884 1.6549 -0.55 0.36 -0.42
O -1.0303 -2.3960 -1.5481 1.58 -1.24 -1.29
H -1.2293 -3.2313 -1.9711 0.14 -0.35 -0.44
H -1.7532 -2.2587 -0.9359 -2.50 1.46 2.11
O 1.3756 -1.7395 0.2275 0.47 -0.80 -0.01
H 1.4810 -1.2288 1.0302 -0.27 1.06 0.18
H 1.5569 -2.6416 0.4915 -0.16 -0.60 -0.24
O 2.6074 -0.5339 -1.8475 0.92 -0.13 -0.37
H 2.9526 0.0568 -2.5171 -0.05 0.33 -0.54
H 3.3626 -1.0552 -1.5751 0.21 -0.10 0.61
O 0.7208 1.3022 -1.9098 -0.22 0.67 -0.45
H 1.2827 1.8327 -2.4747 0.17 -0.11 -0.62
H 0.2806 1.9371 -1.3448 -0.38 -0.07 0.71
O -1.6640 0.0157 -2.1870 0.29 -0.01 -1.07
H -2.2264 0.7031 -1.8302 -0.06 0.24 0.64
H -2.2210 -0.4504 -2.8105 -0.16 -0.26 -0.39
O 1.5282 -2.8680 -2.1256 0.03 -0.22 0.25
H 2.4782 -2.9140 -2.2331 0.31 0.08 -0.26
H 1.2092 -3.7113 -2.4469 -0.43 -0.31 -0.22
```
Positions in Å, forces in eV/Å.

Its energy above the lowest of the compared OMol25 structures with the same formula, charge and spin is 47.1 kcal/mol. As for the net charge: +1. The value obtained for the LUMO energy is -0.16747 Ha. As for the energy: -1721.76866 Eh. Its spin multiplicity is 1. As for the frontier orbital gap: 4.0767 eV.

Population analysis type natural (NBO), resulting atomic charges in e:
1 Zr 2.253
2 C -0.431
3 C 0.384
4 C 0.401
5 O -0.769
6 C -0.455
7 C 0.372
8 C 0.384
9 O -0.553
10 O -0.566
11 O -0.801
12 H 0.204
13 H 0.233
14 Cl -0.523
15 C 0.779
16 O -0.738
17 N -0.810
18 N -0.794
19 H 0.402
20 H 0.401
21 H 0.398
22 H 0.407
23 O -0.964
24 H 0.527
25 H 0.566
26 O -0.932
27 H 0.548
28 H 0.522
29 O -0.911
30 H 0.535
31 H 0.524
32 O -0.913
33 H 0.527
34 H 0.536
35 O -0.923
36 H 0.532
37 H 0.520
38 O -0.922
39 H 0.516
40 H 0.531